Entry 1:
C5H13N3O | wB97M-V/def2-TZVPD

LUMO (alpha / beta): 0.01561 / -0.01362 Eh
gap between HOMO and LUMO (alpha / beta): 8.1 / 6.9 eV
highest occupied orbital energy (alpha / beta): -7.7 / -7.3 eV

Geometry as XYZ:
```
22
Properties=species:S:1:pos:R:3:forces:R:3
C 0.867687 0.294652 -2.066353 0.09 -0.08 0.21
C 1.971223 0.383719 1.445438 -0.25 0.12 -0.03
C 0.990831 0.026857 0.341835 0.20 -0.54 -0.18
O 1.529196 0.556900 -0.834532 -0.21 0.11 -0.01
N 0.544697 -1.288702 0.262130 0.92 0.41 -0.30
H 0.682187 -1.787452 1.138015 -0.08 0.16 0.00
H 1.469974 0.778445 -2.834585 -0.03 -0.03 0.05
H -0.133908 0.730849 -2.067895 0.00 -0.02 0.01
H 0.820477 -0.780200 -2.263867 -0.02 0.07 0.01
H 2.085484 1.467573 1.485542 0.02 0.00 0.05
H 1.616151 0.027933 2.413882 -0.02 0.02 -0.01
H 2.950130 -0.053588 1.247099 -0.03 -0.02 -0.05
C -2.070405 -1.020521 -0.587682 0.06 0.34 0.29
N -1.287875 -0.682718 0.600574 -0.47 0.01 0.26
C -0.646079 0.683645 0.740624 -0.42 -0.95 0.25
N -1.230163 1.600765 -0.016334 -0.01 0.01 -0.01
H -1.753094 -0.999777 1.450168 -0.09 0.36 -0.18
H -1.110850 2.531222 0.374530 0.20 0.04 -0.04
H -0.522796 0.861409 1.821236 0.15 0.06 -0.19
H -1.453623 -0.902982 -1.471507 0.05 -0.06 -0.03
H -2.935513 -0.366563 -0.676747 -0.10 -0.07 -0.09
H -2.383731 -2.061465 -0.501570 0.03 0.06 -0.01
```
Forces are in eV/Å.

---

Entry 2:
C5H13N3O2 | wB97M-V/def2-TZVPD

LUMO: 0.01736 Eh
gap between HOMO and LUMO: 9.6 eV
SMILES: [H]/N=C(\N)NCC.CC(=O)O
highest occupied orbital energy: -9.1 eV

Geometry as XYZ:
```
23
Properties=species:S:1:pos:R:3:forces:R:3
H -0.253477 2.832656 0.160591 0.00 0.44 -0.25
N -0.383092 1.839992 0.160449 -0.06 -1.05 -0.03
C -1.534664 1.455524 -0.279878 -0.26 0.96 -0.41
N -2.458309 2.371984 -0.744052 -0.04 0.42 0.33
N -1.910677 0.170220 -0.415499 1.27 -0.37 0.08
C -1.003798 -0.932244 -0.141946 -0.78 -0.69 -0.90
C -1.460324 -2.191584 -0.889536 0.42 0.50 -0.65
H -3.331321 2.117800 -1.167626 0.01 -0.33 0.11
H -2.457524 3.259261 -0.274460 -0.02 0.11 -0.10
H -2.873552 -0.049219 -0.401589 -0.86 0.02 -0.07
H -0.951306 -1.185838 0.903638 0.18 0.33 0.56
H -0.026876 -0.667448 -0.517533 0.22 0.08 0.24
H -2.532459 -2.393323 -0.877540 0.02 -0.05 0.51
H -0.877087 -3.012542 -0.497725 -0.19 -0.47 0.13
H -1.205865 -2.119084 -1.949427 0.02 0.11 -0.01
C 3.520430 -0.937682 0.820790 -0.40 0.17 1.04
C 2.810104 0.406879 1.029628 0.83 0.02 0.18
O 3.481141 1.408629 1.177549 -0.56 -0.04 -0.21
O 1.497085 0.337612 1.006446 -0.45 -0.26 -0.73
H 2.881581 -1.802360 1.019366 -0.27 0.19 -0.81
H 4.296502 -1.086040 1.577443 0.32 0.56 -0.41
H 3.930904 -0.840584 -0.186251 0.07 -0.62 0.13
H 0.842583 1.017391 0.487163 0.52 -0.01 1.27
```
Forces are in eV/Å.

---

Entry 3:
C5H13N3O2 | wB97M-V/def2-TZVPD

LUMO: 0.02211 Eh
gap between HOMO and LUMO: 9.8 eV
SMILES: [H]/N=C(\N)NCC.CC(=O)O
highest occupied orbital energy: -9.2 eV

Geometry as XYZ:
```
23
Properties=species:S:1:pos:R:3:forces:R:3
H 1.067366 -2.228711 -1.492698 0.06 0.18 -0.98
N 0.653161 -1.336222 -1.281730 0.25 -0.58 1.95
C 0.439512 -0.401854 -2.100460 -0.34 1.08 -0.75
N 0.772330 -0.385942 -3.468403 0.00 -1.09 -0.85
N -0.181303 0.775411 -1.730635 0.71 0.04 0.09
C -0.384564 1.079827 -0.309544 -0.89 0.53 -0.15
C -0.489643 2.605186 -0.022342 1.22 -1.21 -0.75
H -0.068402 -0.497745 -4.028163 -0.23 0.74 0.09
H 1.287585 -1.218694 -3.763557 0.25 0.32 0.62
H 0.123830 1.591848 -2.240152 0.05 -0.32 -0.44
H 0.484347 0.695128 0.256501 -0.96 -0.31 0.01
H -1.412479 0.692228 -0.127239 1.24 -0.46 0.93
H -1.493681 2.929817 -0.241008 -0.24 0.46 0.45
H 0.196739 3.125885 -0.694410 0.02 0.22 0.02
H -0.089217 2.755843 0.990218 -0.78 0.29 -0.22
C -0.504784 -1.143611 3.416889 -1.11 0.71 0.72
C 0.285825 -1.445644 2.207137 0.11 -0.87 -2.17
O 1.495847 -1.468296 2.208580 0.61 0.17 0.37
O -0.397034 -1.617674 1.063614 1.08 0.29 -0.14
H -1.422228 -1.726762 3.620630 0.36 0.36 -0.70
H -0.740168 -0.067283 3.299121 -0.35 -0.47 0.20
H 0.090649 -1.213481 4.308325 0.55 -0.10 0.20
H 0.286308 -1.499250 0.129325 -1.61 0.03 1.48
```
Forces are in eV/Å.

---

Entry 4:
C5H13N4 | wB97M-V/def2-TZVPD

LUMO: -0.10790 Eh
gap between HOMO and LUMO: 10.3 eV
SMILES: C=NN(C)/C(NC)=[NH+]\C
total charge: +1
highest occupied orbital energy: -13.2 eV

Geometry as XYZ:
```
22
Properties=species:S:1:pos:R:3:forces:R:3
C 3.130657 0.217530 -0.368463 0.10 -2.03 0.89
N 1.896483 0.484194 -0.336467 -1.06 -1.69 -0.60
N 0.883535 -0.501036 -0.257304 -3.45 2.36 1.44
C 1.026608 -1.853292 0.334382 2.35 1.65 0.63
C -0.627575 0.103991 -0.011875 4.67 -4.71 -1.82
N -1.461297 -0.986612 -0.083721 0.23 1.81 0.14
C -2.898237 -0.723403 -0.226784 -0.01 -0.22 1.20
N -0.902127 1.374794 0.049134 -0.11 -1.58 0.10
C 0.081134 2.414497 0.250030 -0.66 3.79 0.06
H 3.728114 1.073813 -0.576855 0.69 0.36 0.03
H 3.615455 -0.789534 -0.127749 -0.73 1.35 -0.63
H 0.849848 -2.584315 -0.376050 0.48 -1.47 -1.86
H 2.006481 -1.952285 0.845384 -0.33 0.01 -0.80
H 0.362218 -2.135080 1.084857 -1.49 0.51 1.59
H -1.141653 -1.873250 -0.509505 0.18 1.23 0.57
H -3.112541 -1.010111 -1.289651 -0.67 0.86 1.11
H -3.500372 -1.310815 0.556178 0.85 0.71 -1.45
H -2.953923 0.355714 0.098363 -1.16 -1.37 -1.06
H -1.878599 1.573398 0.188596 -0.06 0.57 -0.19
H 1.078131 2.021503 0.029695 -0.61 0.30 0.76
H -0.123312 2.842124 1.337920 0.85 -0.60 -2.45
H -0.059024 3.258185 -0.610110 -0.06 -1.83 2.32
```
Forces are in eV/Å.

---

Entry 5:
C5H13N4 | wB97M-V/def2-TZVPD

<S²>: 2.013
LUMO (alpha / beta): -0.09589 / -0.29722 Eh
gap between HOMO and LUMO (alpha / beta): 7.2 / 5.4 eV
2S+1: 3
total charge: +1
highest occupied orbital energy (alpha / beta): -9.8 / -13.5 eV

Geometry as XYZ:
```
22
Properties=species:S:1:pos:R:3:forces:R:3
C 0.440311 -2.003528 0.253496 0.99 0.87 1.16
C 1.028180 -0.797273 0.863196 1.39 0.12 -0.45
C -0.114289 0.107750 0.902951 5.14 3.94 2.88
C -0.201074 1.444738 1.500762 -0.09 -0.36 0.07
C -2.503459 0.483925 -1.358770 -0.17 1.29 -0.35
N -0.760447 -1.853057 -0.135952 -3.31 2.01 0.53
N -1.121571 -0.462512 0.298109 -5.31 -5.82 -4.45
N 2.947854 0.098830 -0.954668 0.63 0.34 -0.60
N -2.338395 0.069695 0.032982 0.75 -1.71 0.05
H 0.950156 -2.935031 0.086380 0.04 -0.24 -0.31
H 1.606828 -0.915296 1.775433 -0.08 -0.27 0.37
H 1.822427 -0.391367 0.098524 -0.64 -0.57 0.88
H -1.163863 1.897167 1.280598 -0.04 0.15 0.10
H 0.600128 2.090651 1.149738 0.20 0.16 -0.04
H -0.087535 1.359647 2.581866 -0.06 0.29 0.31
H -1.765149 1.249911 -1.591466 0.00 0.00 -0.07
H -2.397737 -0.349028 -2.060008 0.12 -0.19 0.33
H -3.497186 0.910194 -1.455898 -0.03 0.07 -0.03
H 3.133510 -0.645650 -1.617433 0.12 0.08 -0.08
H 3.813632 0.306045 -0.466539 0.01 0.01 -0.11
H 2.679973 0.923707 -1.478583 0.14 0.03 -0.09
H -3.072296 -0.589527 0.295287 0.21 -0.20 -0.09
```
Forces are in eV/Å.

---

Entry 6:
C5H13NO | wB97M-V/def2-TZVPD

<S²>: 0.750
LUMO (alpha / beta): 0.12489 / 0.12219 Eh
gap between HOMO and LUMO (alpha / beta): 2.2 / 9.3 eV
2S+1: 2
total charge: -1
highest occupied orbital energy (alpha / beta): 1.2 / -5.9 eV

Geometry as XYZ:
```
20
Properties=species:S:1:pos:R:3:forces:R:3
C 0.220284 -2.024083 -1.452006 -0.44 0.02 -1.44
C 1.103669 -0.809195 -1.174515 -0.97 0.21 1.36
C 0.270657 0.458655 -0.951903 0.62 -1.56 -1.05
C -0.366576 1.069863 -1.931656 -1.67 1.55 1.07
C -1.272119 2.269763 -1.646472 1.58 0.10 -0.24
N -0.897147 -2.217980 -0.553817 1.35 -0.45 0.04
H 0.816972 -2.933862 -1.598470 0.26 -0.03 0.65
H -0.146533 -1.887188 -2.488660 -0.19 0.26 0.15
H 1.783475 -0.695409 -2.003104 0.42 0.06 -0.16
H 1.633562 -0.956927 -0.226628 0.37 -0.17 -0.31
H 0.133244 0.723577 0.086752 0.02 0.48 0.03
H -0.494884 0.809928 -2.972071 0.85 -0.66 -0.15
H -2.292600 2.029140 -1.926110 -0.23 0.33 0.08
H -0.846097 3.086358 -2.244903 -0.62 0.05 -0.34
H -1.147995 2.668654 -0.638834 -0.42 -0.49 0.21
H -1.050574 -1.511005 0.140890 -0.49 -0.03 -0.10
H -1.641844 -2.759361 -0.943276 -0.44 0.34 0.32
H 0.500519 0.957839 5.326742 0.17 -0.24 -0.10
H 0.762399 1.895584 6.459914 0.13 -0.06 0.07
O 1.022392 1.011626 6.153799 -0.31 0.28 -0.08
```
Forces are in eV/Å.

---

Entry 7:
C5H13NO | wB97M-V/def2-TZVPD

<S²>: 0.751
LUMO (alpha / beta): 0.13090 / 0.12934 Eh
gap between HOMO and LUMO (alpha / beta): 2.6 / 7.3 eV
2S+1: 2
total charge: -1
highest occupied orbital energy (alpha / beta): 1.0 / -3.8 eV

Geometry as XYZ:
```
20
Properties=species:S:1:pos:R:3:forces:R:3
C -2.440831 0.421403 -1.139285 1.14 -1.42 -0.22
C -1.802900 1.551724 -0.301893 -0.32 2.03 0.68
C -0.483686 1.231422 0.376782 0.31 -0.07 -1.06
C 0.629496 1.132156 -0.442472 -1.22 -0.54 1.18
N 1.497720 0.090443 -0.419325 1.15 0.19 -0.06
C -0.585314 0.827956 1.818895 0.59 -2.00 0.17
H -3.226313 0.566106 -1.929317 0.69 0.74 0.85
H -1.558542 -0.082446 -1.657662 -1.29 0.25 0.58
H -2.892630 -0.274728 -0.400960 0.39 -0.05 -0.61
H -1.675470 2.486290 -0.895882 -0.32 -0.40 0.15
H -2.447041 1.755626 0.580595 -0.26 0.39 -0.84
H 0.805286 1.935687 -1.161819 -0.28 -0.73 -0.61
H 1.367332 -0.743761 0.143478 -0.21 0.30 0.00
H 2.327470 0.046011 -1.004746 -0.12 0.30 0.30
H 0.308571 0.223506 2.114220 -0.48 0.75 0.07
H -1.423866 0.137972 2.026045 0.06 0.15 -0.17
H -0.734922 1.662283 2.524564 0.25 0.04 -0.37
H 4.661781 -4.855745 -0.268316 0.09 0.07 0.03
H 3.894684 -3.649290 0.281096 -0.10 0.15 -0.06
O 3.779174 -4.462614 -0.243996 -0.06 -0.16 0.00
```
Forces are in eV/Å.

---

Entry 8:
C5H13NO | wB97M-V/def2-TZVPD

LUMO: 0.02769 Eh
gap between HOMO and LUMO: 8.3 eV
SMILES: C=C(CC)NC.O
highest occupied orbital energy: -7.5 eV

Geometry as XYZ:
```
20
Properties=species:S:1:pos:R:3:forces:R:3
C 2.009798 0.475380 -1.293446 -2.39 1.47 1.16
C 0.849514 1.146549 -0.929024 0.73 -1.24 -0.13
C -0.021269 0.844985 0.291397 2.36 0.45 1.63
C -1.135265 -0.191069 0.202663 -1.42 -1.59 -3.04
N 0.344214 2.209776 -1.685772 2.86 -2.15 1.10
C -0.823871 2.858221 -1.412054 -4.10 -0.04 -4.09
H 2.408911 0.980214 -2.144475 1.04 -0.43 -0.64
H 2.523264 -0.321992 -0.731927 -0.56 0.67 -0.44
H -0.365226 1.885848 0.664318 0.22 -2.08 -0.21
H 0.722664 0.457905 1.121095 -1.35 0.81 -1.60
H -2.133061 0.218824 -0.121076 0.98 -0.11 0.36
H -1.258388 -0.599740 1.165233 -0.40 -0.53 1.20
H -1.048657 -1.187011 -0.535599 0.56 2.85 1.76
H 0.820222 2.437315 -2.513240 0.59 0.21 -0.87
H -0.949073 3.614360 -2.292481 -0.08 -0.76 2.17
H -1.718623 2.138056 -1.560604 0.80 0.94 0.07
H -0.984570 3.187309 -0.441039 0.14 1.52 1.57
O -0.603463 -6.010075 3.766710 3.66 -0.73 1.88
H 0.276388 -5.741738 4.297243 -3.43 -0.49 -1.97
H -1.149085 -5.261578 3.602056 -0.23 1.21 0.09
```
Forces are in eV/Å.

---

Entry 9:
C5H13NO | wB97M-V/def2-TZVPD

LUMO: 0.02370 Eh
gap between HOMO and LUMO: 10.0 eV
SMILES: C=C(C)CCN.O
highest occupied orbital energy: -9.4 eV

Geometry as XYZ:
```
20
Properties=species:S:1:pos:R:3:forces:R:3
C -2.120723 -0.142430 0.426597 -0.10 0.01 0.00
C -1.149070 -0.992014 0.734207 0.24 0.23 -0.34
C -1.079544 -1.669978 2.060807 0.35 -0.13 0.29
C -0.030944 -1.307223 -0.237035 -0.76 -0.26 -0.03
C 1.369320 -0.988736 0.278542 -0.09 0.06 0.11
N 1.546131 0.384580 0.751892 -0.13 0.13 0.01
H -2.920110 0.047699 1.122489 -0.18 0.06 0.20
H -2.188761 0.382086 -0.518803 0.17 -0.11 -0.06
H -0.925676 -2.741576 1.942686 -0.10 -0.17 -0.05
H -1.960054 -1.505783 2.676528 -0.07 0.06 -0.04
H -0.202925 -1.326553 2.622733 -0.09 0.06 0.01
H -0.246261 -0.787612 -1.174072 0.21 0.18 0.02
H -0.114676 -2.372444 -0.488680 0.22 -0.03 0.07
H 1.644683 -1.680781 1.084773 -0.04 0.20 -0.10
H 2.074115 -1.166048 -0.528436 0.17 -0.05 -0.11
H 1.059155 1.033515 0.134313 0.17 -0.18 0.03
H 1.097389 0.507855 1.653269 0.03 -0.05 -0.01
O 0.937327 3.719908 -3.460623 -0.06 0.01 -0.01
H 1.595999 3.261082 -2.932700 0.05 -0.02 0.02
H 0.512770 4.331179 -2.851331 0.01 0.00 -0.01
```
Forces are in eV/Å.

---

Entry 10:
C5H13NO | wB97M-V/def2-TZVPD

LUMO: 0.02488 Eh
gap between HOMO and LUMO: 9.0 eV
SMILES: C=C(N)CCC.O
highest occupied orbital energy: -8.3 eV

Geometry as XYZ:
```
20
Properties=species:S:1:pos:R:3:forces:R:3
C 0.225863 1.158018 -0.995941 -0.54 0.68 -0.73
C 0.384595 1.283688 0.323203 0.85 -0.70 -0.31
N 0.809596 2.493123 0.884303 0.10 -0.36 0.20
C 0.428048 0.073822 1.243577 -0.95 0.52 -0.02
C -0.943945 -0.451975 1.682959 -0.11 -0.89 0.74
C -1.874474 -0.895313 0.563164 0.46 -0.15 -0.38
H -0.081352 0.310736 -1.605901 0.36 -0.30 0.78
H 0.272624 2.054995 -1.602132 0.01 0.21 0.02
H 0.336566 2.765957 1.729606 0.06 0.13 0.04
H 0.978909 3.236794 0.229096 -0.30 0.15 0.02
H 1.043158 0.280379 2.120802 -0.01 0.11 -0.08
H 0.903928 -0.728045 0.693606 0.19 -0.19 -0.11
H -1.491094 0.178402 2.388921 0.21 0.47 -0.20
H -0.731166 -1.343797 2.293566 0.00 0.09 -0.12
H -2.275482 -0.053481 -0.002148 -0.06 -0.06 0.05
H -2.683552 -1.517101 0.944171 -0.12 0.17 0.05
H -1.308090 -1.524208 -0.139315 -0.16 0.13 0.03
O 2.082765 -2.541854 -3.962376 0.15 0.05 0.48
H 2.685668 -2.506302 -3.203321 -0.15 -0.03 -0.36
H 1.237438 -2.273837 -3.585849 -0.01 -0.01 -0.12
```
Forces are in eV/Å.

---

Entry 11:
C5H13NO | wB97M-V/def2-TZVPD

LUMO: 0.03380 Eh
gap between HOMO and LUMO: 9.5 eV
SMILES: C[C@H](CO)N(C)C
highest occupied orbital energy: -8.5 eV

Geometry as XYZ:
```
20
Properties=species:S:1:pos:R:3:forces:R:3
C 0.216804 -0.175928 1.688947 4.28 1.53 0.62
C 0.492425 0.382639 0.332254 -0.71 -2.95 -1.57
C -0.033268 1.738031 0.279597 3.84 2.84 0.50
O 0.546453 2.405307 -0.836249 -0.97 0.31 -0.50
N 0.164303 -0.538578 -0.862880 -1.46 0.37 1.63
C 0.247951 -1.928300 -0.406754 1.81 -1.92 0.59
C -1.136286 -0.305025 -1.510175 0.69 0.41 -2.85
H -0.495641 -0.845442 1.832559 -3.64 -2.88 0.02
H -0.038661 0.694769 2.281473 0.44 -0.28 0.92
H 1.157205 -0.739955 1.989592 -1.09 1.12 0.40
H 1.528855 0.293942 0.091138 1.18 1.25 0.85
H 0.316471 2.358321 1.194597 -0.20 -1.30 -0.89
H -1.021129 1.970757 0.329709 -3.31 -0.36 -0.41
H 1.377215 2.661206 -0.470928 1.09 0.48 -0.34
H 1.033269 -2.268305 0.359045 -0.05 1.77 -0.99
H 0.636205 -2.555192 -1.253206 -1.36 0.21 0.46
H -0.556864 -2.360523 0.239458 -0.55 0.33 -1.42
H -2.030556 -0.458605 -0.933597 -0.43 -0.14 0.83
H -1.229027 0.783269 -1.994736 0.55 -2.43 1.00
H -1.175721 -1.112379 -2.349850 -0.12 1.62 1.13
```
Forces are in eV/Å.

---

Entry 12:
C5H13NO | wB97M-V/def2-TZVPD

LUMO: 0.02763 Eh
gap between HOMO and LUMO: 8.9 eV
SMILES: C=C(N)CCC.O
highest occupied orbital energy: -8.1 eV

Geometry as XYZ:
```
20
Properties=species:S:1:pos:R:3:forces:R:3
C -2.123216 -0.769717 -1.457933 0.08 1.52 0.09
C -1.452747 0.002898 -0.573136 -0.19 -0.89 0.59
N -2.142599 0.516683 0.527505 -0.53 0.25 -0.50
C 0.023800 0.318458 -0.655608 -1.56 0.03 -0.37
C 0.901005 -0.856895 -0.210949 -0.37 0.04 -1.27
C 2.332939 -0.445257 -0.495700 1.42 0.86 0.68
H -1.848047 -0.711564 -2.500152 0.35 -0.73 -0.10
H -3.138208 -1.036181 -1.211170 -0.21 -0.12 -0.13
H -1.889343 0.567814 1.497174 0.54 -0.15 -0.13
H -3.078643 0.795859 0.298455 -0.15 -0.24 0.41
H 0.179317 0.610916 -1.700258 0.50 -0.08 0.13
H 0.099411 1.213483 -0.036142 0.76 -0.01 0.01
H 0.489700 -1.199499 0.739519 1.01 0.18 0.46
H 0.716371 -1.691947 -0.895085 -0.35 0.06 0.10
H 2.553693 -0.505749 -1.545095 -0.41 -0.09 -0.81
H 2.538465 0.607312 -0.274648 -0.36 0.10 0.22
H 3.225922 -0.920811 -0.092749 -0.48 -0.75 0.69
O 0.602997 0.922731 2.982009 -0.28 0.11 -0.24
H 0.518932 1.567019 2.263027 0.24 -0.20 0.32
H 1.490252 1.014445 3.340935 0.00 0.10 -0.13
```
Forces are in eV/Å.